# 1
C23H41ClCrP2 | ωB97M-V/def2-TZVPD

CARTESIAN COORDINATES (ANGSTROEM)
Cr -0.568 1.006 -0.369
Cl -1.306 2.350 1.296
P 2.939 1.197 0.771
P -2.219 -0.526 -0.688
C 0.695 -3.212 1.159
C -0.054 -0.506 -3.811
C 0.902 -0.087 -2.741
C -2.256 -2.389 2.194
C -2.044 0.195 3.802
C 1.183 -1.091 2.519
C -2.082 -2.247 -1.181
C 1.536 1.117 -2.666
C 1.272 0.875 0.129
C -1.950 0.435 -2.240
C -1.560 -0.330 -3.548
C -0.549 2.421 -3.106
C 0.986 2.449 -3.090
C 3.705 -0.074 -0.360
C 2.635 -1.268 2.672
C -1.111 1.652 -1.984
C 0.285 -1.986 1.879
C 0.997 1.017 3.988
C -3.796 0.183 -0.099
C -1.031 -1.579 2.246
C 0.428 -0.065 3.166
C -0.933 -0.397 3.038
C 2.947 2.856 -0.050
H 4.111 0.362 -1.278
H -1.838 1.231 4.096
H 4.507 -0.540 0.222
H -1.961 0.223 -4.415
H 2.879 -1.498 3.720
H 1.370 2.696 -4.100
H -2.163 -0.399 4.725
H 1.317 3.267 -2.421
H -0.916 2.052 -4.068
H -1.212 -2.372 -1.841
H 2.991 -0.860 -0.627
H 1.871 1.476 3.510
H -4.440 0.479 -0.948
H -0.956 3.432 -2.943
H 2.698 2.750 -1.112
H 3.210 -0.360 2.423
H -1.609 2.349 -1.221
H 1.322 0.619 4.962
H -2.154 -3.243 1.524
H -4.316 -0.546 0.536
H -3.024 -2.587 -1.645
H 0.256 1.797 4.178
H 1.321 -2.983 0.270
H 2.608 1.139 -2.447
H 2.994 -2.091 2.053
H -2.957 0.834 -2.439
H 0.996 1.746 -0.588
H 0.186 0.040 -4.744
H 2.156 3.443 0.446
H 1.254 -0.127 -0.327
H -2.455 -2.809 3.199
H -2.075 -1.299 -3.553
H -0.180 -3.795 0.839
H 0.145 -1.573 -4.003
H 3.938 3.305 0.110
H -1.896 -2.831 -0.267
H 1.295 -3.840 1.844
H -3.005 0.162 3.270
H 1.404 -0.932 -2.251
H -3.578 1.099 0.471
H -3.142 -1.808 1.914

Results
Charge ... +1
Frontier orbital gap (alpha / beta) ... 5.6 / 5.9 eV
Multiplicity ... 4
HOMO (alpha / beta) ... -9.7 / -9.6 eV
Lowest unoccupied orbital energy (alpha / beta) ... -4.1 / -3.7 eV
Energy relative to the best compared isomer or geometry (same formula, charge and spin) ... 0.0 kcal per mole
E ... -84025.4234 eV

---

# 2
C26H52O39RbS6Y | ωB97M-V/def2-TZVPD

CARTESIAN COORDINATES (ANGSTROEM)
Y -0.123 -0.676 -0.727
Rb 2.047 -1.902 2.985
S 1.159 -1.520 -3.169
S 2.390 0.318 0.543
S 2.419 6.215 0.243
S 1.166 -7.574 -3.104
S -1.416 -1.905 1.617
S -7.121 1.616 1.144
O -0.645 3.123 -2.419
O 2.505 0.592 1.939
O 0.638 -2.222 -4.332
O 2.223 -6.691 3.378
O -7.846 0.674 0.283
O -3.730 -2.992 -2.512
O 2.851 7.553 0.714
O 4.540 3.252 -2.913
O 4.604 5.375 -2.832
O -2.799 -2.309 1.637
O 3.236 -7.887 4.972
O 3.571 0.636 -0.199
O 2.603 -1.317 -3.292
O 1.197 0.925 -0.047
O 0.880 -2.263 -1.969
O 3.783 5.264 0.202
O 1.763 -6.129 -3.744
O -1.308 -0.556 1.106
O -2.574 3.039 -1.665
O 1.651 6.051 -0.968
O 1.899 5.202 1.414
O -0.243 -7.814 -3.450
O -0.612 -2.491 0.519
O 4.488 -6.442 3.790
O 0.329 3.913 5.190
O -5.465 1.402 0.982
O 1.352 -7.050 -1.544
O 1.896 -0.998 0.370
O 3.160 4.256 -4.398
O -2.142 -1.290 -1.972
O 0.413 -0.284 -2.892
O -3.268 -1.433 -3.980
O -7.486 2.990 1.102
O -0.729 -2.075 2.900
O 2.143 -8.546 -3.464
O -1.337 2.531 4.590
O -7.074 0.973 2.684
O -1.445 3.358 6.502
O -1.232 1.298 -1.246
C -3.676 2.634 -0.873
C -5.972 0.176 2.948
C -2.548 -0.411 -4.598
C 0.655 2.706 -2.875
C -0.815 2.132 3.268
C -1.367 4.424 7.341
C 4.080 1.942 -3.458
C 0.710 -5.840 1.626
C -1.449 2.391 -1.732
C 3.983 4.286 -3.454
C 3.440 3.889 0.290
C -1.398 3.028 2.128
C -0.712 3.318 5.416
C 2.093 3.869 0.920
C -3.328 -3.884 -1.454
C 1.764 -5.154 -2.741
C 3.378 -6.961 3.970
C -2.953 -1.854 -2.700
C 5.555 7.506 -3.031
C -4.755 3.595 -1.114
C 4.308 6.690 -3.121
C -4.824 0.578 1.883
C 1.907 -8.336 5.448
C 2.053 -5.766 2.322
C -2.063 -4.651 -1.782
C 2.137 -5.848 -1.511
H 2.068 3.116 1.707
H 0.960 1.793 -2.363
H -2.219 -5.700 -2.035
H -1.163 1.108 3.129
H 0.268 2.017 3.237
H 1.251 3.583 -2.622
H -1.318 2.552 1.150
H 4.934 1.282 -3.615
H 0.565 -5.331 0.673
H 5.302 8.512 -3.366
H 6.065 7.106 -3.908
H -1.478 -0.528 -4.422
H -1.527 -4.261 -2.647
H 4.133 3.313 0.904
H -0.352 4.780 7.519
H -1.830 5.309 6.905
H -6.329 -0.847 2.833
H -2.734 -0.610 -5.654
H -2.964 0.490 -4.149
H -4.431 4.616 -0.913
H 2.167 -4.761 2.728
H 0.829 -4.605 -2.636
H -5.669 0.319 3.986
H 3.223 1.627 -2.862
H 2.053 -5.231 -0.616
H 2.504 -4.381 -2.950
H 1.227 3.569 0.329
H -3.441 2.705 0.189
H -4.157 -4.499 -1.106
H -2.484 3.073 2.206
H 0.007 -5.292 2.254
H -1.895 4.319 8.289
H -4.067 1.193 2.368
H 3.704 6.769 -4.025
H -5.750 3.342 -0.749
H 1.756 -8.057 6.491
H 0.454 -6.838 1.271
H 6.144 7.406 -2.119
H 2.819 -5.876 1.554
H -3.945 1.608 -1.122
H -1.037 4.052 2.036
H -4.886 3.636 -2.195
H 3.413 3.333 -0.647
H -1.320 -4.493 -1.001
H -3.151 -3.268 -0.572
H -4.122 -0.169 1.513
H 1.855 -9.425 5.472
H 3.583 7.010 -2.374
H 1.051 -8.067 4.828
H 0.633 2.512 -3.947
H 3.666 1.853 -4.462
H 3.121 -6.313 -1.577

Results
Charge ... -2
Frontier orbital gap ... 6.4 eV
HOMO ... -3.6 eV
Lowest unoccupied orbital energy ... 2.8 eV
E ... -174373.7827 eV